Computed, not measured: a structure of composition C17H38CaF3N2O7 at a distorted geometry, with ωB97M-V/def2-TZVPD.

Properties
Total charge: -1
HOMO energy (eV): -3.87
Lowest unoccupied orbital energy (eV): 2.3
Gap between HOMO and LUMO (eV): 6.215

Positions of all 68 atoms, in Å:
Ca (0.35805, 0.58186, -0.66953)
C (-0.35156, 4.66666, -0.26863)
C (0.39901, 3.36642, -0.22002)
O (0.80030, 2.88225, -1.31552)
O (0.35656, 2.60794, 0.79589)
H (-0.31930, 5.32842, 0.59973)
H (-1.40984, 4.41526, -0.39358)
H (-0.04837, 5.26683, -1.12631)
C (2.77241, -0.12657, 1.92233)
O (4.08883, -0.62978, 1.69048)
O (2.03072, -0.31506, 0.87487)
C (2.21442, -0.78882, 3.22870)
F (0.88069, -0.97499, 3.20275)
F (2.72475, -2.00880, 3.52281)
F (2.45117, -0.02236, 4.33246)
C (5.03969, -0.33822, 2.70198)
C (6.42306, -0.60335, 2.14962)
H (7.18291, -0.41814, 2.91676)
H (6.51242, -1.63161, 1.80863)
H (6.64104, 0.10897, 1.35143)
H (4.85254, -1.00786, 3.55651)
H (4.95288, 0.68702, 3.08820)
H (2.79783, 0.96169, 2.17397)
C (3.62935, -0.55267, -4.03814)
C (2.21898, -0.05480, -3.61679)
C (1.13712, -0.70021, -4.48646)
O (1.96146, -0.14367, -2.28510)
H (3.75578, -0.28407, -5.09070)
H (3.84110, -1.60901, -3.83029)
H (4.35077, 0.00160, -3.43080)
H (2.31442, 1.02921, -3.89261)
H (1.55513, -1.04507, -5.44767)
H (0.30849, -0.02643, -4.71384)
H (0.79100, -1.62340, -4.01483)
C (-3.18361, 1.67180, 1.10387)
C (-2.48756, 0.76807, 2.11770)
C (-3.32848, -0.43373, 2.49847)
O (-4.63495, -0.00657, 2.81964)
C (-5.39317, -0.99832, 3.44387)
N (-1.15411, 0.33852, 1.56997)
H (-3.93989, 2.26532, 1.62643)
H (-3.71030, 1.10564, 0.33334)
H (-2.48299, 2.40150, 0.69669)
H (-2.31826, 1.39052, 3.00864)
H (-2.85687, -1.02172, 3.29501)
H (-3.40099, -1.08970, 1.60950)
H (-6.43845, -0.70260, 3.35396)
H (-5.14800, -1.15380, 4.49984)
H (-5.27324, -1.95792, 2.91891)
H (-0.68220, 1.25266, 1.61372)
H (-0.70125, -0.16860, 2.32773)
C (-1.94234, -3.35397, -1.49432)
C (-1.20184, -2.02963, -1.66129)
C (-2.23601, -0.93123, -1.91699)
O (-1.58838, 0.34213, -2.07426)
C (-2.33399, 1.31481, -2.77319)
N (-0.39188, -1.68098, -0.47419)
H (-2.76354, -3.21364, -0.78645)
H (-1.28618, -4.03541, -0.94487)
H (-2.18067, -3.77876, -2.46599)
H (-0.50866, -1.92633, -2.50026)
H (-2.91401, -0.83511, -1.05273)
H (-2.82378, -1.13185, -2.82012)
H (-1.78085, 2.24763, -2.64995)
H (-3.33119, 1.44382, -2.34331)
H (-2.36013, 1.06398, -3.83633)
H (0.47539, -2.21544, -0.47718)
H (-0.91144, -1.94033, 0.35781)

Force components x, y, z for each atom (eV/Å):
2.9 0.1 0.1
-0.2 1.1 0.1
-0.5 -2.2 -0.7
-0.1 0.9 -0.2
-0.2 1.1 0.6
0.3 -0.4 0.2
0.1 -0.1 -0.1
0.0 -0.2 -0.1
-0.6 0.9 -0.7
0.6 0.4 0.5
-1.2 -0.5 -0.4
0.3 -0.4 0.4
-0.2 0.0 0.0
0.0 0.0 -0.1
0.0 0.0 -0.1
-0.3 -0.6 0.2
0.2 0.6 0.2
-0.1 -0.1 0.1
0.0 0.0 -0.2
-0.1 -0.3 -0.2
0.2 0.2 0.0
-0.1 0.1 -0.3
0.6 0.0 0.4
-0.1 0.2 0.6
0.5 0.7 0.4
0.4 -0.5 -0.8
-1.0 -0.3 0.4
0.3 -0.3 -0.1
-0.3 0.0 -0.3
0.0 0.1 -0.1
-0.4 -0.2 -0.3
-0.1 0.3 0.0
-0.2 -0.1 0.2
-0.1 0.1 0.2
-0.4 0.2 0.6
0.5 0.2 -0.3
0.1 -0.1 -0.9
0.3 0.3 0.5
-0.4 -0.4 -0.4
-1.3 1.0 1.1
-0.1 -0.1 -0.1
0.3 0.0 -0.2
0.1 -0.2 -0.2
-0.1 -0.2 0.1
-0.1 0.1 0.2
0.1 0.0 0.1
0.0 0.0 0.1
0.2 0.1 0.0
0.0 0.0 0.1
0.5 -0.4 -0.3
0.2 -0.2 -0.4
1.1 0.0 0.3
0.0 0.9 0.3
0.0 0.7 0.3
0.0 -0.6 0.2
0.4 0.2 0.1
-0.7 -0.9 -0.6
-0.5 0.0 -0.5
0.1 -0.2 -0.4
-0.6 -0.2 0.2
-0.1 -0.7 -0.1
-0.1 -0.2 -0.2
0.0 -0.2 0.1
-0.1 0.0 -0.1
-0.1 -0.1 -0.1
-0.3 0.0 0.0
0.1 0.2 0.0
0.2 0.3 0.2

Löwdin atomic charge list, values in e, 2 entries: 1.41, -0.02

---

Computed, not measured: a cluster of 2 separate species, C4H6O2 in total, with ωB97M-V/def2-TZVPD.

Properties
ΔE to the lowest compared entry with this formula, charge and spin (kcal/mol): 117.34
Total charge: 0
HOMO energy (eV): -9.31
Lowest unoccupied orbital energy (eV): 0.0
Gap between HOMO and LUMO (eV): 9.352

Positions of all 12 atoms, in Å:
O (-0.32753, -1.91921, -0.33093)
C (1.00035, -0.46760, 0.37865)
C (0.95787, 0.64107, -0.60071)
C (0.13426, 0.73746, 0.65535)
C (-1.34457, 0.74667, 0.48191)
O (-2.10451, 1.26175, 1.26417)
H (0.08491, -2.16014, -1.17368)
H (0.36728, -2.12636, 0.33365)
H (1.88961, 1.19066, -0.71340)
H (0.38806, 0.53037, -1.52282)
H (0.47135, 1.30017, 1.52297)
H (-1.70777, 0.25942, -0.44726)

Force components x, y, z for each atom (eV/Å):
0.2 -0.1 -0.1
0.1 0.4 0.0
0.1 0.0 -0.1
-0.1 0.1 0.1
-0.1 0.1 0.2
0.3 -0.2 -0.3
-0.1 0.0 0.1
-0.3 -0.2 -0.1
-0.1 0.0 0.0
0.1 0.0 0.2
0.0 0.0 -0.1
0.1 0.1 0.1

Löwdin atomic charge list, values in e, 2 entries: -0.05, 0.07

---

Computed, not measured: a cluster of 16 separate species, C29H97N9O16 in total at a distorted geometry, with ωB97M-V/def2-TZVPD.

Properties
ΔE to the lowest compared entry with this formula, charge and spin (kcal/mol): 0.00
Total charge: 0
HOMO energy (eV): -8.56
Lowest unoccupied orbital energy (eV): 0.1
Gap between HOMO and LUMO (eV): 8.622

Positions of all 151 atoms, in Å:
C (-3.51648, -2.51039, 3.89494)
O (-2.96544, -3.08219, 2.94980)
N (-2.82822, -1.82467, 4.73105)
N (-4.80407, -2.51206, 4.12287)
H (-3.26293, -1.58348, 5.61022)
H (-1.83852, -1.92210, 4.55468)
H (-5.28264, -3.10962, 3.46409)
H (-5.21123, -1.91360, 4.82727)
C (2.71667, 2.75047, 1.71317)
C (4.23107, 3.10137, 1.59921)
C (4.93898, 3.51387, 2.92676)
O (5.98438, 4.45686, 2.63205)
C (6.52088, 5.21402, 3.67249)
N (4.92720, 1.89486, 1.05250)
H (2.55620, 2.07617, 2.55439)
H (2.31111, 2.46125, 0.74366)
H (2.16012, 3.63639, 2.01897)
H (4.21775, 3.99059, 0.96896)
H (5.46035, 2.63628, 3.30899)
H (4.15831, 3.91165, 3.57515)
H (6.63329, 6.25188, 3.35897)
H (7.46918, 4.77138, 3.97728)
H (5.85524, 5.17909, 4.53493)
H (5.86029, 2.27315, 0.97286)
H (4.89222, 1.11014, 1.68740)
C (1.09048, -2.57203, -1.09889)
C (-0.30114, -1.93185, -0.70045)
C (-1.46036, -2.87424, -1.14816)
O (-1.38656, -3.12856, -2.54221)
C (-1.53198, -4.51067, -2.89926)
N (-0.41385, -1.66639, 0.75126)
H (1.91809, -2.16083, -0.52088)
H (1.31690, -2.53760, -2.16456)
H (1.06439, -3.64843, -0.92923)
H (-0.35538, -0.90158, -1.05218)
H (-2.45470, -2.51569, -0.88199)
H (-1.22252, -3.80253, -0.62873)
H (-0.80430, -5.26998, -2.61290)
H (-1.68272, -4.49779, -3.97871)
H (-2.47549, -4.86790, -2.48661)
H (-1.28574, -1.22519, 1.00671)
H (-0.38288, -2.62080, 1.08023)
C (-2.98529, 6.48731, -4.23757)
C (-3.05073, 4.96513, -3.94958)
C (-2.47400, 4.44883, -2.60996)
O (-1.01453, 4.72283, -2.48850)
C (-0.48215, 4.23418, -1.22524)
N (-4.45967, 4.60748, -3.99975)
H (-3.52793, 6.70960, -5.15639)
H (-1.94353, 6.59703, -4.53889)
H (-3.43593, 7.14513, -3.49440)
H (-2.59874, 4.52112, -4.83651)
H (-2.73446, 3.39204, -2.55131)
H (-3.07362, 4.98954, -1.87770)
H (-0.64275, 4.98530, -0.45185)
H (0.60626, 4.17970, -1.24782)
H (-0.87995, 3.23023, -1.07709)
H (-4.94182, 5.34311, -3.50330)
H (-4.51068, 3.72456, -3.51195)
C (-5.07457, -1.07505, -5.04885)
C (-5.36605, -0.90878, -3.53568)
C (-4.99661, 0.55810, -3.12151)
O (-3.61027, 0.91834, -3.25869)
C (-2.70721, 0.59312, -2.23345)
N (-6.76903, -1.08426, -3.26360)
H (-5.45178, -2.05127, -5.35350)
H (-4.01777, -0.94865, -5.28401)
H (-5.59568, -0.36406, -5.68998)
H (-4.83478, -1.73889, -3.07009)
H (-5.52319, 0.86625, -2.21826)
H (-5.40714, 1.23084, -3.87448)
H (-3.11710, 0.65690, -1.22547)
H (-1.71469, 1.01387, -2.39470)
H (-2.45482, -0.45729, -2.37854)
H (-7.28148, -0.35399, -3.73709)
H (-6.97879, -2.00432, -3.62360)
C (-1.53038, 1.63105, 1.40079)
C (-2.13844, 0.82080, 2.36442)
C (-3.20199, 1.54542, 3.19026)
O (-2.47429, 2.52218, 4.00155)
C (-3.32820, 3.54890, 4.54543)
N (-2.73059, -0.42029, 1.79411)
H (-1.06741, 2.53536, 1.79574)
H (-2.24580, 2.03051, 0.68195)
H (-0.75624, 1.19806, 0.76729)
H (-1.32679, 0.48610, 3.01041)
H (-3.85610, 0.84923, 3.71520)
H (-3.91260, 2.01006, 2.50671)
H (-4.22663, 3.03138, 4.88173)
H (-3.71867, 4.29805, 3.85666)
H (-2.90480, 4.16242, 5.34069)
H (-3.63539, -0.23707, 1.38438)
H (-2.87717, -1.09690, 2.52951)
C (2.18650, -4.49441, 3.03022)
C (0.81442, -4.62719, 2.45162)
C (0.64929, -5.99415, 1.79924)
O (-0.59049, -5.98421, 1.12016)
C (-0.52904, -6.89857, 0.00355)
N (-0.13536, -4.44370, 3.58059)
H (2.87877, -4.63461, 2.20003)
H (2.37403, -5.24611, 3.79697)
H (2.45473, -3.53137, 3.46462)
H (0.57556, -4.01222, 1.58394)
H (0.50877, -6.75927, 2.56275)
H (1.45828, -6.26458, 1.12064)
H (-0.46071, -7.90238, 0.42283)
H (0.27205, -6.75465, -0.72145)
H (-1.44004, -6.98659, -0.58842)
H (-1.01437, -4.19327, 3.15080)
H (0.11404, -3.58922, 4.05783)
C (2.58081, 2.82186, -2.99569)
C (2.07439, 1.51650, -2.43675)
C (1.32844, 0.61394, -3.44427)
O (0.25742, 1.28943, -4.16161)
C (-0.44835, 0.46508, -5.10831)
N (3.10208, 0.90704, -1.61810)
H (3.20007, 3.37157, -2.28686)
H (1.72534, 3.47889, -3.15247)
H (3.14150, 2.48387, -3.86718)
H (1.26502, 1.83348, -1.77908)
H (0.99038, -0.33949, -3.03833)
H (2.03500, 0.40729, -4.24813)
H (0.25179, 0.21496, -5.90540)
H (-1.19535, 1.09184, -5.59541)
H (-0.89412, -0.34048, -4.52482)
H (2.73105, 0.04788, -1.23826)
H (3.68736, 1.41423, -0.96977)
O (5.63113, -2.92621, 2.07179)
H (6.14240, -3.03727, 1.27023)
H (5.17551, -3.76059, 2.18336)
O (2.60401, -0.39990, 5.34574)
H (3.17519, 0.03545, 5.97854)
H (3.16739, -0.56917, 4.59063)
O (5.01621, -2.04926, -1.72070)
H (5.55929, -1.42997, -1.23309)
H (5.27051, -2.90840, -1.38389)
O (0.01839, -1.06104, 4.29253)
H (0.84943, -0.89531, 4.73766)
H (0.17006, -0.78216, 3.38950)
O (1.73051, -0.23766, 1.32356)
H (1.67758, 0.57473, 0.82013)
H (1.05031, -0.79711, 0.94859)
O (6.70080, -0.95437, 0.23599)
H (6.45566, -0.05448, 0.45126)
H (7.22017, -1.24728, 0.98478)
O (4.62517, -0.22138, -3.87366)
H (4.77175, -1.04496, -3.40841)
H (3.98449, 0.24621, -3.33783)
O (3.78515, -1.08564, 2.81858)
H (4.35232, -1.63412, 2.27661)
H (3.08329, -0.81000, 2.22897)

Force components x, y, z for each atom (eV/Å):
0.7 -1.9 -1.9
-0.5 -0.4 -0.5
2.2 2.0 2.5
-2.8 -0.7 -0.5
0.9 0.2 0.0
0.4 0.6 0.9
-0.7 0.4 0.5
-0.3 -0.5 -0.5
0.8 1.1 1.2
-0.9 -1.2 0.8
0.1 0.3 -1.0
-1.1 -0.3 -1.2
-0.3 -0.4 0.7
-0.2 1.9 -1.2
-0.2 -0.7 -0.5
0.2 -0.4 0.2
0.0 0.3 -0.1
0.9 -0.3 -0.6
-0.5 -0.2 0.6
0.3 0.2 0.6
0.2 -0.1 -0.1
0.3 0.3 0.1
-0.1 0.2 0.2
0.7 -0.7 -0.1
-0.1 0.1 0.5
-1.1 0.0 0.3
0.1 0.5 -0.3
1.4 0.2 -0.3
0.6 -0.7 -0.2
-1.6 0.8 -0.4
1.6 -1.9 -1.0
0.0 0.1 -0.1
-0.2 0.6 0.0
-0.1 -0.2 0.5
-0.2 -0.1 -1.2
0.0 0.1 0.2
-0.4 -0.2 0.4
0.8 0.6 0.2
0.3 -0.2 0.0
-0.3 -0.1 0.1
-0.7 0.0 -0.1
-0.4 0.1 1.2
0.7 -1.2 -0.7
-0.3 1.0 -0.6
1.4 1.4 -1.0
-1.5 -0.8 0.6
-0.2 0.6 -1.3
0.2 -0.3 0.0
-0.2 -0.4 -0.1
0.1 1.1 0.7
0.7 0.0 0.4
0.5 -0.4 0.3
0.5 -0.3 0.2
0.3 0.1 0.7
-0.7 -0.3 0.4
0.1 -0.1 -0.7
-0.1 0.1 0.6
-0.5 -0.3 0.3
-0.9 -0.2 0.1
0.0 0.0 0.2
0.7 1.3 -1.4
0.7 -0.4 -0.9
-0.7 0.8 0.2
0.1 -2.1 -0.3
0.1 -0.2 0.7
0.4 -0.2 -0.1
0.1 -0.3 0.1
-0.2 0.3 0.3
0.3 0.5 0.6
0.6 -0.2 0.7
-0.5 -0.3 -0.3
0.1 0.6 0.1
-0.4 1.0 0.1
-0.1 -0.6 0.3
-0.4 -0.3 -0.3
-0.8 0.1 -0.1
1.5 3.4 -3.8
-1.7 -3.1 2.8
1.2 1.0 0.0
-1.2 0.3 -0.2
-0.8 -0.8 -0.3
0.2 0.9 0.0
0.0 0.0 0.5
-0.4 0.0 -0.2
0.0 -0.6 0.2
-0.4 -0.1 0.6
0.5 -0.1 0.9
0.1 0.7 -0.3
-0.1 0.2 0.6
0.4 -0.2 -0.9
0.6 -0.7 0.1
-0.2 0.1 -0.2
0.1 0.0 -0.3
1.1 0.2 -0.6
-0.6 -0.7 0.9
-0.9 -0.3 1.1
-0.2 -0.2 -2.5
-0.7 -0.7 0.9
0.0 -0.1 -1.2
0.5 -0.2 0.0
-0.1 -0.2 -0.1
-0.5 0.2 0.0
0.5 0.8 0.2
0.7 -0.2 0.3
0.2 0.2 0.0
0.5 -0.3 0.0
0.4 0.4 0.3
-0.4 0.9 0.3
-0.7 -0.2 0.1
0.3 0.2 0.2
-0.2 -0.4 -0.4
-1.8 1.7 2.0
0.8 0.3 -2.1
0.1 0.5 1.3
1.0 1.0 0.8
-0.4 -2.0 -1.3
0.3 -0.4 0.1
0.1 -0.1 -0.9
0.2 1.1 -0.4
-0.6 0.1 0.5
-0.1 0.0 0.4
0.4 -0.6 0.0
0.0 -0.8 0.1
-0.2 0.0 0.4
-0.1 -0.5 -0.7
0.5 -0.1 0.4
-0.3 0.4 0.0
0.2 -0.1 0.0
0.0 0.0 -0.3
-0.2 -0.3 0.2
-0.3 0.1 0.4
-0.1 0.1 0.2
0.4 -0.4 -0.8
-0.5 -0.3 -0.3
0.3 0.2 0.3
0.0 -0.2 0.0
-0.6 -0.4 0.0
0.6 0.2 0.4
0.2 0.0 -0.5
1.2 1.0 0.4
0.2 0.3 0.0
-1.4 -1.1 0.0
0.2 -0.1 -0.1
-0.2 0.4 0.0
0.2 0.0 0.2
0.3 0.1 -1.0
0.0 -0.3 0.3
0.0 0.1 0.6
0.3 0.4 0.7
0.5 -0.4 0.0
-0.8 0.4 -0.5

Löwdin atomic charge list, values in e, 2 entries: -0.81, 0.00

---

Computed, not measured: a structure of composition C9H16HfOP at a distorted geometry, with ωB97M-V/def2-TZVPD.

Properties
ΔE to the lowest compared entry with this formula, charge and spin (kcal/mol): 13.82
Total charge: +1
HOMO energy (spin up / spin down) (eV): -9.23 / -9.23
Lowest unoccupied orbital energy (spin up / spin down) (eV): -3.5 / -3.5
Gap between HOMO and LUMO (spin up / spin down) (eV): 5.687 / 5.686

Positions of all 28 atoms, in Å:
C (0.05229, 1.51790, -2.82467)
C (1.13694, 2.14109, -2.14866)
C (0.67111, 2.61647, -0.86221)
C (-0.72957, 2.28597, -0.73961)
C (-1.13255, 1.62754, -1.97925)
Hf (0.36374, 0.32706, -0.80346)
P (1.32568, -1.73158, -1.84158)
H (0.06332, 1.07618, -3.82831)
H (2.15542, 2.30060, -2.53751)
H (1.26708, 3.18355, -0.13131)
H (-2.16133, 1.32718, -2.24199)
H (-1.38612, 2.52021, 0.09806)
H (2.24118, -2.36822, -0.94760)
H (2.01716, -1.57806, -3.02159)
H (0.36816, -2.76223, -2.08772)
C (-1.46775, -1.35329, 2.04035)
C (-0.50719, -0.69820, 3.03389)
C (0.39249, 0.08946, 2.05673)
O (0.58281, -0.86208, 0.94223)
C (-0.48389, -1.91146, 1.02084)
H (-2.07230, -2.13605, 2.45781)
H (-2.09917, -0.59516, 1.57796)
H (0.07817, -1.45086, 3.53956)
H (-0.98681, -0.04012, 3.73422)
H (-0.15489, 0.94848, 1.62933)
H (1.35146, 0.36368, 2.46692)
H (0.03689, -2.78819, 1.36146)
H (-0.92233, -2.04989, 0.03609)

Force components x, y, z for each atom (eV/Å):
-1.6 1.0 0.0
0.4 -0.1 -0.2
0.2 -0.4 0.5
-1.1 0.3 -1.4
0.5 1.0 -0.8
1.7 0.6 2.2
-0.5 -0.8 -0.2
0.0 0.2 0.6
-0.8 -0.2 0.2
-0.4 -0.3 -0.5
0.8 0.1 0.1
0.1 0.1 -0.4
-0.2 0.0 -0.6
0.3 -0.4 -0.5
0.8 -0.3 -0.2
0.8 0.0 -0.1
0.0 0.6 -1.2
-0.7 -0.7 0.3
-0.2 -0.6 0.8
-0.1 0.8 0.4
-0.3 -0.3 0.2
-0.2 0.0 0.0
0.2 -0.1 0.3
-0.2 0.2 0.4
0.2 0.1 0.3
0.3 0.1 -0.1
0.0 -0.5 0.0
0.1 -0.1 -0.2

Löwdin atomic charge list, values in e, 2 entries: -0.23, -0.21

---

Energy values (in eV) by entry order: -62153.615, -8335.373, -77812.315, -22225.384.